Here is a cluster of 8 separate species, C3H24N2O7S in total from the OMol25 dataset. Energies are from ωB97M-V with the def2-TZVPD basis set.

Summary:
LUMO level   0.2 eV
Highest occupied orbital energy   -9.37 eV
Frontier orbital gap   9.527 eV
Energy relative to the best compared isomer or geometry (same formula, charge and spin)   0.0000 eV

Last column: Löwdin charge in e.
Element x y z (Å)
N1 -0.13129 -0.54534 -0.20377  0.039
C1 -1.05062 -1.43830 0.65702  -0.447
C2 -1.80897 -2.37943 -0.24355  -0.520
S1 -2.80237 -1.50216 -1.54914  0.723
C3 -0.25700 -2.23537 1.70215  -0.240
N2 0.48233 -1.26645 2.51770  0.000
H1 0.74614 -0.80131 0.16084  0.029
H2 -1.87244 -0.89318 -2.23960  -0.208
H3 -0.35288 0.43006 0.01863  0.056
H4 -1.83337 -0.76914 1.15383  0.134
H5 -2.59043 -3.07251 0.17665  0.090
H6 -1.13728 -3.05075 -0.79860  0.054
H7 -0.98821 -2.88985 2.29738  0.133
H8 0.37236 -2.98366 1.13129  0.124
H9 -0.08205 -0.49671 2.90238  0.095
H10 1.10287 -1.56461 3.23116  0.060
H11 -1.07714 2.03522 1.82232  -0.041
H12 -2.61714 2.29591 1.54595  0.048
O1 -1.89800 1.66113 1.49898  -0.067
H13 0.41397 3.31287 1.34113  0.014
H14 1.06229 2.32975 2.33262  -0.015
O2 0.31959 2.90295 2.22736  -0.056
H15 1.60404 -0.57011 -3.44442  0.037
H16 0.30219 0.03739 -3.02543  0.030
O3 1.12415 0.28583 -3.53833  -0.089
H17 0.27575 -2.05128 -1.52919  -0.023
H18 1.40061 -3.08182 -1.28452  0.031
O4 1.19286 -2.26988 -1.72582  -0.055
H19 2.37536 1.24859 -1.55630  0.026
H20 3.31437 1.66832 -0.48811  0.061
O5 3.03260 1.97383 -1.40936  -0.091
H21 -0.28951 2.92403 -0.55060  0.057
H22 1.31244 3.28714 -0.84851  0.068
O6 0.47555 3.48477 -0.34575  -0.059
H23 1.71174 1.07819 1.59530  0.013
H24 2.58652 0.30341 2.40743  0.056
O7 2.60141 1.19954 1.99352  -0.067



Here is a cluster of 14 separate species, C54H105Cl4NO21S7 in total from the OMol25 dataset. Energies are from ωB97M-V with the def2-TZVPD basis set.

Summary:
Net charge   +1
LUMO level (alpha / beta)   -1.5 / -3.9 eV
Highest occupied orbital energy (alpha / beta)   -11.42 / -11.42 eV
Multiplicity   2
Frontier orbital gap (alpha / beta)   9.907 / 7.557 eV

Last column: Löwdin charge in e.
Element x y z (Å)
C1 1.27000 2.38453 1.97232  -0.077
C2 1.94075 1.90419 0.68402  -0.228
C3 1.63053 0.42617 0.29659  -0.181
C4 0.17401 -0.05851 0.24680  -0.068
N1 0.07244 -1.51510 -0.32297  -0.167
C5 0.78651 -1.67370 -1.65878  -0.092
C6 0.01656 -2.76867 -2.42627  -0.142
C7 -1.40531 -2.37739 -2.23245  -0.166
C8 -1.36709 -1.93277 -0.73804  -0.082
C9 0.53492 -2.60651 0.71069  0.062
H1 1.65257 1.80835 2.81480  0.063
H2 0.18721 2.26465 1.93634  0.057
H3 1.48381 3.43357 2.17700  0.057
H4 3.01493 2.07380 0.75810  0.051
H5 1.63026 2.57116 -0.12025  0.095
H6 2.15837 -0.29065 0.92558  0.093
H7 2.10685 0.14228 -0.64183  0.069
H8 -0.34532 0.63070 -0.41907  0.114
H9 -0.27866 -0.12698 1.23599  0.117
H10 1.83092 -1.84175 -1.39599  0.095
H11 0.80900 -0.72321 -2.19187  0.126
H12 0.21294 -3.76179 -2.02223  0.115
H13 0.27217 -2.77556 -3.48585  0.109
H14 -2.12919 -3.17516 -2.39875  0.048
H15 -1.66850 -1.47226 -2.77978  0.103
H16 -1.70154 -2.71433 -0.05583  0.112
H17 -2.09067 -1.12165 -0.65670  0.110
H18 0.31499 -3.61708 0.36647  0.060
H19 -0.03981 -2.38091 1.60896  0.095
H20 1.60669 -2.50074 0.87874  0.084
C10 -3.29299 -1.71117 2.42211  -0.170
O1 -3.26086 -3.12324 2.33983  -0.014
H21 -3.07766 -1.48740 3.46693  0.083
H22 -2.58366 -1.19596 1.77442  0.056
H23 -4.27171 -1.28264 2.20628  0.061
C11 -5.95198 -0.49818 -0.79181  -0.201
C12 -6.00361 -1.13061 -2.22441  -0.172
C13 -6.00946 -2.69331 -2.05086  -0.262
S1 -7.18211 -2.98501 -0.73511  0.705
O2 -6.79748 -4.14313 0.10281  -0.347
O3 -8.56358 -2.86119 -1.21102  -0.339
C14 -6.87930 -1.36311 0.10076  -0.200
H24 -6.21597 0.55812 -0.74036  0.108
H25 -4.94465 -0.51651 -0.37584  0.077
H26 -5.24022 -0.71867 -2.88443  0.101
H27 -6.91856 -0.77454 -2.69791  0.116
H28 -5.13301 -3.09311 -1.54085  0.039
H29 -6.26063 -3.33135 -2.89816  0.093
H30 -6.31546 -1.60902 1.00060  0.071
H31 -7.86420 -1.01168 0.40829  0.103
C15 -0.05346 -7.28815 2.98375  -0.241
C16 0.33220 -8.55664 2.27126  -0.204
C17 0.47851 -8.17321 0.77954  -0.202
S2 0.62732 -6.34037 0.59741  0.701
O4 -0.67567 -5.87174 0.10044  -0.350
O5 1.84856 -5.95927 -0.06317  -0.333
C18 0.72766 -6.11123 2.44327  -0.191
H32 0.04967 -7.48297 4.05123  0.123
H33 -1.10845 -7.04567 2.85614  0.123
H34 -0.39990 -9.35666 2.38121  0.120
H35 1.25072 -9.04771 2.59263  0.118
H36 -0.28128 -8.62283 0.14027  0.105
H37 1.39855 -8.55708 0.33880  0.093
H38 0.44905 -5.07922 2.65642  0.097
H39 1.77947 -6.29001 2.66649  0.108
C19 5.29343 7.32412 1.55623  -0.220
C20 5.88937 5.92074 1.54001  -0.219
C21 4.64357 5.00235 1.51104  -0.192
S3 3.40359 5.88752 0.45941  0.730
O6 2.14875 6.04085 1.21906  -0.355
O7 3.36947 5.30190 -0.91755  -0.382
C22 4.26891 7.47571 0.41427  -0.196
H40 6.11908 8.03559 1.54090  0.120
H41 4.86753 7.28859 2.55895  0.109
H42 6.57636 5.77122 2.37295  0.124
H43 6.50751 5.76500 0.65584  0.106
H44 4.22945 4.99588 2.51928  0.092
H45 4.84989 3.98464 1.17965  0.087
H46 3.56710 8.29720 0.27028  0.112
H47 4.84393 7.36615 -0.50521  0.096
C23 4.54308 -4.86918 -1.65542  -0.214
C24 3.81572 -3.73823 -2.48852  -0.219
C25 4.53133 -2.41513 -2.27169  -0.210
S4 4.91120 -2.47510 -0.44510  0.690
O8 3.81361 -1.85445 0.22176  -0.366
O9 6.30490 -2.11485 -0.26651  -0.335
C26 4.68651 -4.38903 -0.25202  -0.177
H48 5.54237 -4.97652 -2.07729  0.117
H49 3.98659 -5.79524 -1.79976  0.109
H50 2.76717 -3.69244 -2.19434  0.092
H51 3.96607 -3.98869 -3.53865  0.100
H52 4.02638 -1.48892 -2.54600  0.073
H53 5.44657 -2.58090 -2.83998  0.108
H54 3.72328 -4.47154 0.25146  0.064
H55 5.51066 -4.67683 0.40070  0.102
C27 0.68544 -3.55857 -6.54519  -0.174
C28 2.16157 -4.07454 -6.19390  -0.207
C29 3.19013 -3.09596 -6.60945  -0.253
S5 2.52592 -1.46662 -6.16710  0.690
O10 3.07922 -0.43667 -7.04553  -0.329
O11 2.59806 -1.25194 -4.73918  -0.342
C30 0.77852 -2.01430 -6.66349  -0.170
H56 -0.04080 -3.88845 -5.80232  0.069
H57 0.25947 -4.01866 -7.43680  0.106
H58 2.38103 -5.11691 -6.42500  0.122
H59 2.18565 -3.96837 -5.10935  0.080
H60 3.33729 -3.13786 -7.68866  0.114
H61 4.16560 -3.03695 -6.12663  0.107
H62 0.79602 -1.92266 -7.74949  0.100
H63 0.11117 -1.29217 -6.19309  0.075
C31 -5.79338 1.90382 4.55426  -0.231
C32 -5.39860 3.10015 5.36288  -0.211
C33 -4.12381 3.61140 4.65343  -0.159
S6 -3.19010 2.01276 4.32340  0.672
O12 -2.51323 1.64356 5.55305  -0.318
O13 -2.42548 2.11038 3.10611  -0.327
C34 -4.63484 1.03729 4.14649  -0.236
H64 -6.35937 2.34260 3.73253  0.130
H65 -6.45659 1.38556 5.24685  0.125
H66 -5.15779 2.74350 6.36434  0.119
H67 -6.14397 3.88974 5.45811  0.127
H68 -3.38092 4.13880 5.25181  0.094
H69 -4.20738 4.00613 3.64086  0.095
H70 -4.49253 0.15363 4.76859  0.113
H71 -4.67670 0.75510 3.09448  0.093
C35 1.43257 3.64499 -3.72984  -0.206
C36 0.39181 4.40437 -4.60761  -0.195
C37 -0.88055 3.58806 -4.59682  -0.209
S7 -0.40045 1.86075 -4.40895  0.734
O14 -0.59298 1.09371 -5.65471  -0.347
O15 -0.89711 1.38262 -3.09755  -0.374
C38 1.40529 2.21743 -4.27466  -0.226
H72 1.09755 3.61032 -2.69318  0.108
H73 2.46162 3.98150 -3.60375  0.094
H74 0.82417 4.53049 -5.60020  0.121
H75 0.38717 5.39874 -4.16118  0.120
H76 -1.43941 3.60456 -5.53250  0.112
H77 -1.41731 3.81216 -3.67498  0.095
H78 1.67634 2.16232 -5.32898  0.101
H79 1.97148 1.43724 -3.76590  0.079
O16 2.43542 0.97512 5.45042  0.080
C39 1.24480 0.64371 5.54248  -0.395
O17 0.64752 0.14615 4.43219  -0.011
C40 -0.56126 -0.51043 4.73159  -0.178
C41 -0.64503 -0.62170 6.32103  -0.120
C42 0.21959 0.59695 6.76935  -0.047
H80 -0.55101 -1.49962 4.27385  0.107
H81 -1.38518 0.01364 4.24723  0.065
H82 -0.20683 -1.51971 6.75654  0.110
H83 -1.70188 -0.58873 6.58575  0.098
H84 0.69013 0.28899 7.70307  0.113
H85 -0.30675 1.53847 6.92621  0.097
O18 3.27871 6.34452 4.78920  0.134
C43 2.37595 5.93759 5.42576  -0.573
O19 2.50622 5.74202 6.68509  0.070
C44 1.28402 5.60259 7.36398  -0.128
C45 0.38301 5.11028 6.22153  -0.145
C46 0.96237 5.78366 4.97928  -0.062
H86 0.98794 6.59318 7.70918  0.135
H87 1.32337 4.81122 8.11249  0.131
H88 -0.68375 5.32011 6.29972  0.110
H89 0.46768 4.02562 6.15495  0.105
H90 0.52660 6.71953 4.62946  0.136
H91 0.82054 5.18724 4.07801  0.116
O20 -5.45390 4.37322 0.49012  0.112
C47 -4.51487 3.87055 -0.08885  -0.466
O21 -4.65443 2.85795 -0.98769  0.016
C48 -3.41630 2.24491 -1.30427  -0.136
C49 -2.52054 2.77846 -0.16117  -0.178
C50 -3.08051 4.07439 0.20142  -0.092
H92 -3.05181 2.61133 -2.26394  0.109
H93 -3.50266 1.17557 -1.11153  0.106
H94 -1.47939 2.86650 -0.47158  0.111
H95 -2.53732 2.04942 0.64897  0.094
H96 -2.64924 4.85964 -0.41945  0.144
H97 -3.02558 4.35067 1.25439  0.127
Cl1 -3.92831 -5.11316 -2.66290  0.667
C51 -3.82177 -5.54337 -4.35695  -0.650
C52 -2.89732 -4.65263 -5.16482  -0.680
Cl2 -3.28418 -2.94026 -5.07200  0.601
H98 -4.77675 -5.34293 -4.84266  0.072
H99 -3.53652 -6.56811 -4.59497  0.089
H100 -2.92591 -4.87978 -6.23050  0.077
H101 -1.88586 -4.83226 -4.80042  0.055
Cl3 4.96492 1.76750 -4.19655  0.574
C53 5.09624 3.04635 -2.93153  -0.642
C54 5.79438 2.52154 -1.67671  -0.544
Cl4 4.88058 1.11419 -0.87891  0.609
H102 4.14646 3.48319 -2.62301  0.024
H103 5.45990 3.98638 -3.34647  0.085
H104 5.95423 3.36686 -1.00738  0.061
H105 6.76495 2.16985 -2.02656  0.068